[1]
Molecular formula: C29H22BN12PrS
Method: DFT, ωB97M-V with the def2-TZVPD basis set

Values from the calculation:
* total charge: +1
* ⟨S²⟩: 3.83
* HOMO (alpha / beta): -10.43 / -10.44 eV
* total energy: -2715.37199 hartree
* spin multiplicity: 4
* frontier orbital gap (alpha / beta): 5.7 / 4.0 eV

XYZ file:
```
66
Properties=species:S:1:pos:R:3:lowdin_charge:R:1
Pr -0.35 0.03 0.07 1.3887
C -1.87 3.41 2.57 -0.0137
C -1.08 2.27 2.52 -0.1161
N -1.53 1.42 1.60 -0.1381
N -2.62 2.00 1.02 0.0339
C -2.83 3.19 1.61 -0.0356
B -3.55 1.25 -0.03 -0.5912
N -3.76 -0.18 0.53 0.0325
C -4.89 -0.82 0.90 -0.0352
C -4.57 -2.09 1.30 -0.0322
C -3.19 -2.16 1.15 -0.1388
N -2.69 -1.01 0.69 -0.0487
N -2.90 1.06 -1.48 0.0358
C -3.33 1.57 -2.64 -0.0377
C -2.60 1.03 -3.68 -0.0148
C -1.71 0.17 -3.06 -0.1161
N -1.90 0.17 -1.74 -0.1392
N -4.78 2.12 -0.22 -0.0229
C -4.78 3.39 -0.70 -0.1392
C -6.07 3.84 -0.73 -0.0451
C -6.82 2.75 -0.23 -0.1346
N -6.05 1.72 0.07 0.0733
H -1.77 4.27 3.22 0.1095
H -0.21 2.02 3.12 0.1205
H -3.66 3.82 1.33 0.1251
H -5.84 -0.31 0.83 0.1030
H -5.23 -2.86 1.65 0.1037
H -2.55 -3.00 1.34 0.0896
H -4.15 2.27 -2.69 0.1253
H -2.70 1.24 -4.73 0.1093
H -0.96 -0.47 -3.50 0.1200
H -3.86 3.89 -1.00 0.0841
H -6.43 4.80 -1.05 0.1008
H -7.89 2.68 -0.09 0.1068
N 9.68 -4.24 0.31 0.1829
C 8.63 -3.78 0.29 -0.1663
C 7.30 -3.21 0.26 -0.2113
C 6.93 -2.28 1.22 0.0019
C 5.66 -1.73 1.19 -0.0085
C 4.76 -2.11 0.20 -0.2302
C 5.13 -3.04 -0.76 -0.0085
C 6.41 -3.59 -0.73 0.0017
C 3.38 -1.52 0.17 -0.0290
C 3.26 -0.25 -0.40 -0.1608
C 4.38 0.49 -0.96 0.0279
C 3.88 1.66 -1.40 0.0194
C 2.46 1.63 -1.11 -0.0459
N 2.08 0.51 -0.52 -0.0246
C 2.36 -2.29 0.72 -0.1692
C 2.57 -3.59 1.33 0.0334
C 1.37 -4.03 1.75 0.0075
C 0.43 -2.99 1.40 -0.0628
N 1.00 -1.97 0.80 -0.0512
H 7.63 -1.99 1.99 0.1300
H 5.36 -1.01 1.94 0.1324
H 4.43 -3.34 -1.53 0.1320
H 6.71 -4.32 -1.48 0.1299
H 5.40 0.15 -1.01 0.1290
H 4.40 2.47 -1.88 0.1226
H 1.74 2.41 -1.32 0.0981
H 3.53 -4.09 1.42 0.1308
H 1.13 -4.96 2.25 0.1215
H -0.63 -3.00 1.61 0.0988
S -1.22 4.81 -1.74 0.5983
C -0.70 3.39 -1.19 -0.9294
N -0.35 2.34 -0.79 -0.0631
```



[2]
Molecular formula: C29H22ClIrN7O7S
Method: DFT, ωB97M-V with the def2-TZVPD basis set

Values from the calculation:
* energy relative to the best compared isomer or geometry (same formula, charge and spin): 60.8 kcal/mol
* total charge: +1
* HOMO: -12.06 eV
* total energy: -2990.89835 hartree
* frontier orbital gap: 7.8 eV

XYZ file:
```
68
Properties=species:S:1:pos:R:3:lowdin_charge:R:1
Ir -0.37 -0.82 0.03 1.4717
O -2.66 -4.20 4.35 0.1528
C -2.11 -3.17 4.92 -0.5069
O -2.14 -2.98 6.11 0.0809
C -1.39 -2.18 4.04 -0.0238
C -0.76 -1.03 4.52 -0.5291
Cl -0.79 -0.47 6.11 0.9031
N -0.15 -0.40 3.47 -0.0214
N -0.40 -1.11 2.34 0.0308
C -1.13 -2.17 2.66 -0.1156
C -1.52 -3.13 1.57 -0.5364
O -2.11 -4.15 1.86 0.1109
O -1.16 -2.79 0.39 -0.1089
C 0.67 0.78 3.46 -0.1725
C 1.29 1.24 4.62 -0.0399
C 2.09 2.37 4.57 -0.0539
C 2.30 3.05 3.38 -0.0602
C 1.70 2.58 2.22 -0.0531
C 0.90 1.46 2.26 -0.0558
H -2.51 -4.26 3.37 0.0572
H 1.15 0.73 5.55 0.0498
H 2.56 2.71 5.48 0.1163
H 2.92 3.93 3.36 0.1136
H 1.85 3.09 1.28 0.1096
H 0.44 1.11 1.35 0.0358
S 4.19 -1.04 0.75 1.1527
C 2.50 -1.11 0.93 -0.4448
N 1.80 -1.30 -0.16 -0.0732
C 2.63 -1.48 -1.26 -0.2802
C 2.27 -1.84 -2.56 -0.0097
C 3.25 -2.00 -3.51 -0.0444
C 4.60 -1.80 -3.20 -0.0537
C 4.99 -1.46 -1.92 -0.0652
C 3.99 -1.33 -0.95 -0.4413
H 2.05 -1.00 1.90 0.0657
H 1.23 -2.02 -2.80 0.0876
H 2.98 -2.32 -4.51 0.1169
H 5.35 -1.92 -3.97 0.1170
H 6.03 -1.33 -1.66 0.1193
N 0.72 2.71 -4.19 0.2039
C 0.40 1.62 -4.92 -0.4924
O 0.53 1.55 -6.12 0.0806
C -0.13 0.43 -4.16 -0.0775
C -0.67 -0.63 -4.88 0.0458
C -1.21 -1.72 -4.20 -0.0033
C -1.18 -1.72 -2.81 -0.0966
N -0.62 -0.71 -2.14 -0.0735
C -0.11 0.34 -2.78 -0.0701
H 1.09 3.50 -4.69 0.1260
H 0.53 2.82 -3.21 0.0689
H -0.68 -0.58 -5.96 0.1354
H -1.63 -2.56 -4.72 0.1237
H -1.60 -2.52 -2.22 0.1262
H 0.32 1.12 -2.16 0.0896
C -4.87 1.19 0.26 0.0168
N -3.53 1.74 0.08 -0.0366
C -3.25 3.07 -0.10 -0.0183
C -2.02 3.51 -0.39 0.0414
C -0.93 2.56 -0.58 -0.4882
O 0.17 2.84 -1.05 0.0071
N -1.26 1.27 -0.22 0.0545
C -2.48 0.86 0.06 -0.5206
O -2.65 -0.37 0.29 -0.0148
H -5.57 2.00 0.44 0.0998
H -4.86 0.51 1.11 0.1016
H -5.16 0.63 -0.62 0.1069
H -4.10 3.74 0.00 0.1395
H -1.79 4.56 -0.51 0.1226
```



Which formula does entry 1 have?
C29H22BN12PrS